[1]
The following is a DFT calculation (ωB97M-V/def2-TZVPD) of 2 unconnected molecules or ions with the total composition C21H35F13N4O4PS at a distorted geometry.

The HOMO-LUMO gap is 7.87 eV. As for the energy: -3378.71847 Ha.

Structure (ORCA input):
```
! RIJCOSX wB97M-V def2-TZVPD def2/J DEFGRID3
* xyz 1 1
O -1.51637 -5.58270 -1.19774
C -1.47147 -4.43080 -0.92326
O -2.47323 -3.79131 -0.27938
C -2.66906 -2.43025 -0.64573
C -2.39192 -1.45538 0.49207
C -0.94083 -1.29116 0.96207
S -0.31400 -2.75221 1.87159
C 0.09345 -1.05128 -0.14433
N 0.32698 0.40114 -0.44854
C 0.39241 1.29568 0.75933
C 0.23519 0.47258 2.02436
C 0.19541 1.39970 3.22589
C -0.25690 0.69929 4.51347
C 0.90042 0.11361 5.31294
F 0.50803 -1.02339 5.92999
F 1.86551 -0.26275 4.41367
C 1.57905 1.11794 6.30852
F 0.81371 2.21672 6.47870
F 2.72865 1.55241 5.74121
C 1.91478 0.56373 7.71904
F 2.28173 1.63505 8.45976
F 0.82136 0.05876 8.31972
C 3.12486 -0.42285 7.76536
F 3.17745 -1.22574 6.68831
F 4.22855 0.35358 7.72720
C 3.22417 -1.24796 9.09383
F 4.54163 -1.47759 9.28936
F 2.78058 -0.55314 10.14429
C 2.57353 -2.65538 9.03596
F 1.27596 -2.59011 8.74385
F 2.67848 -3.17748 10.26629
F 3.21740 -3.46119 8.20570
O -0.99151 -0.21127 1.90180
H -0.58388 -3.81907 -1.14125
H -2.16550 -2.16876 -1.57857
H -3.73199 -2.33994 -0.86239
H -2.80334 -0.47240 0.26205
H -2.94342 -1.83276 1.35200
H -1.41823 -3.07833 2.55438
H 1.04125 -1.46146 0.19823
H -0.13380 -1.55819 -1.07505
H -0.35928 0.70114 -1.14852
H 1.23271 0.45203 -0.91355
H 1.27150 1.93134 0.77166
H -0.48651 1.93438 0.71897
H 1.08713 -0.20190 2.15081
H 1.15433 1.88963 3.38141
H -0.52134 2.19411 3.01075
H -0.92266 -0.13288 4.30043
H -0.83731 1.41634 5.08395
O -0.41241 0.71156 -3.86265
P -0.90759 0.85355 -5.28633
N 0.33926 0.09833 -6.19250
C 1.64115 0.71682 -6.36604
C 0.47217 -1.31740 -5.87070
N -0.97428 2.57323 -5.37369
C -0.17083 3.37710 -6.27125
C -1.19905 3.27831 -4.11846
N -2.06245 0.66821 -6.49357
C -1.84699 0.23630 -7.86702
C -3.38208 1.24630 -6.24854
H 2.23339 0.11150 -7.05383
H 2.19905 0.82186 -5.42461
H 1.56723 1.69213 -6.83824
H -0.49647 -1.82000 -5.95380
H 0.85181 -1.47872 -4.85270
H 1.14673 -1.80436 -6.57481
H 0.86732 3.46865 -5.92764
H -0.58567 4.38498 -6.34006
H -0.17757 2.98194 -7.28822
H -0.27024 3.41422 -3.54446
H -1.90720 2.73967 -3.49140
H -1.62912 4.26088 -4.32009
H -1.24150 0.95535 -8.42193
H -2.80846 0.13941 -8.37252
H -1.37489 -0.74045 -7.93010
H -3.48626 2.20693 -6.75932
H -3.54724 1.40805 -5.18351
H -4.17144 0.57614 -6.59261
*
```

These are the Mulliken partial charges, in e, on atoms 1 to 8: O -0.43; C 0.34; O -0.37; C -0.73; C -1.03; C 1.25; S -0.16; C -2.03

[2]
The following is a DFT calculation (ωB97M-V/def2-TZVPD) of 5 unconnected molecules or ions with the total composition C21H35FO14Si at a distorted geometry.

The HOMO-LUMO gap is 11.03 eV. As for the energy: -2264.03218 Ha.

Structure (ORCA input):
```
! RIJCOSX wB97M-V def2-TZVPD def2/J DEFGRID3
* xyz 0 1
O 1.07762 0.41724 1.06892
C 1.36515 1.08499 0.09847
O 0.57898 1.98465 -0.50427
C -0.38385 2.63057 0.34527
C -1.39038 3.34771 -0.55245
C -2.73059 3.58356 0.12721
C -3.45457 2.31158 0.60974
Si -3.56108 0.92840 -0.65103
F -4.47614 -0.26524 -0.07342
H 2.33921 0.97009 -0.39399
H -0.86589 1.93515 1.02449
H 0.12448 3.38586 0.94498
H -0.96056 4.32954 -0.75753
H -1.46361 2.84115 -1.51340
H -3.39051 4.14881 -0.52146
H -2.58100 4.21808 1.00571
H -3.01906 1.92704 1.53319
H -4.48144 2.58217 0.86873
H -2.20567 0.40530 -0.92894
H -4.16974 1.36947 -1.89247
C 2.78529 -2.04350 -3.65379
C 3.68939 -1.09427 -4.39346
C 4.43315 -0.11107 -3.52363
O 4.64570 0.98246 -4.42805
C 3.64615 0.95269 -5.34592
O 3.42254 1.81508 -6.12819
O 2.93993 -0.20146 -5.23976
H 3.37571 -2.76395 -3.08941
H 2.13097 -1.50844 -2.96283
H 2.14095 -2.58297 -4.34790
H 4.38121 -1.65120 -5.03136
H 5.37953 -0.49424 -3.15090
H 3.82998 0.24681 -2.68549
C -8.86234 4.33679 -3.28925
C -7.71742 3.76742 -2.49138
C -7.17318 4.66854 -1.40868
O -5.81608 4.21421 -1.30081
C -5.46107 3.70650 -2.50849
O -4.35609 3.40042 -2.81480
O -6.54560 3.58671 -3.30933
H -9.76502 4.38432 -2.68075
H -8.62697 5.33944 -3.64862
H -9.06148 3.71821 -4.16333
H -7.98949 2.78929 -2.08470
H -7.68915 4.56347 -0.45760
H -7.16135 5.72058 -1.70217
C 2.12431 -3.35311 1.37063
C 2.76124 -3.92969 0.13566
C 3.44266 -5.26031 0.33459
O 4.43792 -5.23787 -0.70318
C 4.74063 -3.94448 -0.94687
O 5.64683 -3.57702 -1.62402
O 3.86763 -3.11712 -0.31730
H 1.24154 -3.92531 1.65185
H 2.82092 -3.36024 2.20329
H 1.83099 -2.31541 1.20327
H 2.03303 -3.97670 -0.68022
H 2.77730 -6.11032 0.20906
H 3.94733 -5.33403 1.29967
C 4.08561 -2.36770 7.66307
C 3.59355 -2.49824 6.24444
C 2.09554 -2.41809 6.06972
O 1.89675 -3.18131 4.87164
C 2.90570 -4.08090 4.79189
O 2.94403 -4.97789 4.01433
O 3.85945 -3.81183 5.71432
H 3.95827 -1.34552 8.01831
H 3.54309 -3.04136 8.32766
H 5.14063 -2.63129 7.72593
H 4.10063 -1.77436 5.60029
H 1.72726 -1.40331 5.94296
H 1.55055 -2.90456 6.88189
*
```

These are the Mulliken partial charges, in e, on atoms 1 to 8: O -0.54; C 0.13; O -0.23; C -0.54; C -0.64; C -0.45; C -0.95; Si 0.54

[3]
The following is a DFT calculation (ωB97M-V/def2-TZVPD) of a molecular structure, C21H35N2O at a distorted geometry.

The HOMO-LUMO gap is 7.25 eV. As for the energy: -1004.89975 Ha.

Structure (ORCA input):
```
! RIJCOSX wB97M-V def2-TZVPD def2/J DEFGRID3
* xyz 1 1
C -7.64076 -0.60088 0.80272
H -7.84788 -1.35087 1.44788
C -6.02586 -0.57013 0.47201
C -5.67193 0.34314 -0.55208
C -4.21662 0.09561 -1.02563
C -3.38685 0.54392 0.35178
C -1.95057 0.64642 0.07143
C -1.25072 -0.46665 -0.81087
C -1.28360 -1.64812 0.17758
C -0.49360 -2.95358 -0.31090
C 0.92664 -2.59191 -0.43622
C 1.60181 -2.52312 0.78044
C 3.22286 -3.10381 0.68085
H 3.66659 -2.82697 1.83386
H 3.34910 -3.92116 0.22018
O 3.87343 -2.07142 0.07664
C 4.18174 -0.92802 0.47658
N 3.12353 0.11973 -0.04783
C 2.93332 0.32615 -1.48120
N 1.92629 1.23435 -1.53936
C 1.64559 1.81778 -0.54985
C 0.74946 2.99018 0.01278
C 0.82401 3.39624 1.23666
C 1.52189 2.67884 2.33301
C 2.41162 1.73893 1.61229
C 2.54492 1.19170 0.51397
H 3.00656 0.89478 2.61597
H 1.55596 3.12848 3.14919
H 0.12191 4.07204 1.58282
H 0.31926 3.36186 -0.82296
C 1.37738 1.63588 -2.97403
H 0.25040 1.39090 -2.99588
H 1.78466 0.90674 -3.67738
H 1.58021 2.43104 -3.20210
H 3.19484 -0.52361 -2.14697
H 5.18062 -0.23264 0.12607
H 4.11573 -0.69310 1.34595
H 1.28168 -3.29912 1.87118
H 1.53480 -1.56635 1.29029
H 1.23155 -3.57807 -0.83225
H 1.31608 -2.04117 -0.96388
H -0.88280 -3.68661 0.58643
H -1.06149 -3.17132 -1.25035
H -0.81259 -1.52150 1.24203
H -2.36707 -1.88647 0.41952
H -1.59892 -0.83048 -1.61490
H -0.11390 -0.36355 -0.91916
H -1.64580 1.43571 -0.78912
H -1.26215 1.16357 0.68574
H -3.55638 -0.05195 1.13504
H -3.63396 1.63394 0.67148
H -4.00592 0.99556 -1.75494
H -3.84352 -0.68216 -1.30983
H -6.24069 0.15521 -1.34230
H -5.82609 1.30904 -0.03040
H -5.63793 -0.39243 1.66107
H -5.93307 -1.72033 0.08033
H -8.06610 0.38849 1.13232
H -8.19265 -0.69999 -0.19017
*
```

These are the Mulliken partial charges, in e, on atoms 1 to 8: C -1.36; H 0.42; C 0.12; C -0.95; C -1.16; C -1.17; C -0.54; C 0.22